No. 1
Molecular formula: C32H25BiCl5GeN6O3S
Method: DFT, ωB97M-V/def2-TZVPD

Properties
Energy = -6779.50904 Ha
Energy above the lowest of the compared OMol25 structures with the same formula, charge and spin = 1.490 eV
Lowest unoccupied orbital energy (alpha / beta) = -0.35 / -3.05 eV
Molar mass = 1032.51 u
Orbital gap (alpha / beta) = 7.272 / 4.943 eV
Highest occupied orbital energy (alpha / beta) = -7.6 / -8.0 eV
Expectation value of S² = 0.765

```
! RIJCOSX wB97M-V def2-TZVPD def2/J DEFGRID3
* xyz 0 2
C 0.6472 -0.9330 3.1289
C -3.6733 -2.2486 1.5004
C -3.4835 -1.1999 3.7590
O 1.3185 1.3593 0.5920
H -0.4272 1.9201 -3.8985
Ge -1.2526 -1.9064 -1.6262
H -1.8658 1.2277 -5.7799
C -2.7266 -0.5591 4.7196
C 2.5612 3.2978 0.2507
C -3.6152 0.6883 -0.8372
H -0.7526 0.0927 5.2506
H 4.2709 0.4694 0.4764
C 1.5785 0.6515 -2.2310
Cl -0.5727 -2.2859 -3.7321
N -1.5694 -1.4300 2.3736
H 4.2640 -1.6642 -3.2432
O -0.9098 1.5554 -1.4211
H -4.0420 0.1440 -5.3479
H -3.1856 -0.1901 5.6239
N -3.5107 1.1494 1.3898
C -2.7562 1.6824 2.2905
H 4.3861 -1.0599 2.4362
Bi -0.5933 0.1838 0.2871
H -4.5391 -1.3768 3.8961
H 1.7799 0.5566 -3.3116
O 0.9646 -0.2627 -1.6819
H 2.9198 2.5014 -3.4944
H 3.7418 5.0266 -0.1406
H 3.5853 -0.9208 4.7945
H 1.9453 -3.1781 -3.4162
C -3.4207 0.4571 -4.5240
C -1.3702 1.4286 -3.7181
C 3.3914 3.8564 -1.9165
C -2.8697 -1.5907 2.5683
H -2.7758 2.7040 4.0315
H -4.3267 2.1644 3.4691
C -3.0323 0.6492 -2.1432
H 1.1464 -0.8711 5.2204
H -4.0201 -3.2136 1.8657
C 2.9004 -1.1790 0.2528
N -2.9065 0.7993 0.2308
C 2.0977 1.8387 -1.6279
H -3.0965 -2.4064 0.5957
N 1.0895 -1.0252 1.8775
C 3.3322 -1.0182 2.6660
Cl -3.4058 -2.6667 -2.0068
C 1.9365 2.1128 -0.2393
H -4.7020 0.7709 -0.7723
H -4.5481 -1.6502 1.2608
H -4.8109 -0.1420 -3.0093
C 1.5248 -0.8982 4.2121
H 1.7065 -4.0638 -1.9105
N 2.4276 -2.1640 -0.5014
N -3.3207 2.0988 3.4424
C -1.3603 -0.4238 4.5254
C -1.7314 1.1946 -2.3764
C 3.9063 -0.3141 -0.1713
C 3.9079 -1.5003 -2.2377
Cl 4.2903 4.9380 -2.9176
C -2.1844 1.0570 -4.7621
C 4.4004 -0.4720 -1.4571
C -0.8088 -0.9206 3.3482
Cl 2.3985 3.6185 1.9302
C 2.8177 2.7311 -2.4446
C 2.4308 -3.5129 -2.5012
C 2.3914 -1.0638 1.6342
H 3.2637 -4.1605 -2.7722
C -3.8462 0.2910 -3.2290
C 2.9274 -2.3465 -1.7143
H 5.1668 0.1934 -1.8294
Cl -0.5459 -3.7059 -0.5348
S -1.0186 1.9160 2.1616
C 3.2734 4.1468 -0.5522
C 2.8864 -0.9449 3.9707
*
```

No. 2
Molecular formula: C32H25CoGeN16S
Method: DFT, ωB97M-V/def2-TZVPD

Properties
Energy = -5968.23121 Ha
Lowest unoccupied orbital energy (alpha / beta) = 4.45 / 4.45 eV
Molar mass = 797.27 u
Orbital gap (alpha / beta) = 5.588 / 5.562 eV
Highest occupied orbital energy (alpha / beta) = -1.1 / -1.1 eV
Expectation value of S² = 2.033

```
! RIJCOSX wB97M-V def2-TZVPD def2/J DEFGRID3
* xyz -2 3
H 2.3437 4.1926 1.3144
H 4.5185 4.7792 -0.1676
S 0.2329 -1.4341 -0.6702
C 0.9989 -2.3161 0.6864
C -1.6826 2.7639 0.1177
N 3.7465 2.3973 -2.8621
C 0.3415 0.7561 4.2992
N -0.9885 2.3959 -1.0845
H -4.7946 3.1059 1.3233
C -1.6000 3.5367 2.3695
N 0.4896 -1.3195 5.8206
H -1.0214 3.8290 3.2376
C -1.9224 -4.1542 -1.3635
C -3.3204 -4.1282 0.5652
C -3.1844 -6.1242 -0.7763
N 2.0883 -1.9891 1.2674
C 4.7575 -1.8009 1.5027
C 0.4217 -0.4038 5.1199
N 0.2671 1.9431 -1.1053
C -2.9861 3.5256 2.4097
C -2.4321 -3.4480 -0.2680
C -0.9390 3.1566 1.2096
N 2.6153 -0.7434 0.9393
H -4.4020 -5.9419 0.9822
C 0.5067 1.8663 -2.3986
H 5.8054 -1.5192 1.5963
H -5.9788 -0.3108 -2.8599
N 2.9218 0.9630 -1.0850
H -4.7710 -0.7621 -0.7654
C -2.1660 -0.8573 -2.9046
H -0.2226 -3.9461 0.4424
C 0.3650 0.6772 2.9055
N -1.4756 2.6000 -2.2693
C -3.0618 2.7508 0.1278
N 1.6814 1.4220 -2.9630
H -1.2281 -3.6573 -2.0362
Ge -2.0586 -1.4679 0.1379
N 0.3413 -3.4575 1.1211
C -2.8399 -0.5750 -4.0903
H -2.2854 -0.4992 -5.0187
H 0.8912 -4.0264 1.7443
H -1.0916 -1.0151 -2.9457
C 5.9882 2.1554 -0.0733
H -3.6053 2.4193 -0.7490
C 3.0030 3.5046 0.8040
H -1.8767 -5.9909 -2.4770
C 4.0854 3.8291 0.0850
H 6.7950 0.3639 0.7838
H -3.4711 -7.1513 -0.9709
C 0.2938 2.0408 4.9032
H -3.7235 -3.6165 1.4353
C 2.9087 1.6504 -2.2464
C -4.2159 -0.7193 -1.7006
C -4.2133 -0.3792 -4.0846
C 3.9318 -0.6417 1.0249
C 5.9356 0.9445 0.4873
N 0.2544 3.0940 5.3814
Co 1.4423 0.6767 0.1443
C -4.9038 -0.4561 -2.8787
H 6.8313 2.7699 -0.3365
H -4.7400 -0.1599 -5.0061
H 1.7462 1.6788 -3.9389
H -3.5006 3.8106 3.3184
C -3.7023 -5.4455 0.3182
N 4.6731 2.6145 -0.4116
C 4.5807 0.5134 0.6261
C -3.7129 3.1364 1.2897
N 0.2778 0.6225 1.7534
H 4.6684 -2.6316 0.8011
C -2.2865 -5.4722 -1.6167
H 0.1399 3.1477 1.1566
N 3.7554 1.5762 0.0059
N -0.5538 2.2760 -3.1370
H 4.3842 -2.1534 2.4639
N 2.7614 2.1636 0.9186
C -2.8318 -0.9345 -1.6797
*
```

Question: Number 1 is which compound?
Answer: C32H25BiCl5GeN6O3S

Question: What is the formula in the first record?
Answer: C32H25BiCl5GeN6O3S

Question: What is the energy in the second record?
Answer: -5968.23121 Ha